Entry 1:
ORCA calculation (wB97M-V/def2-TZVPD) on C4H9N3 in the gas phase in a non-equilibrium geometry.

The largest force on an atom is 3.2 eV Å⁻¹. The HOMO energy (alpha / beta) is -6.419 / -6.418 eV. Its SMILES is C=CN/C(C)=N/N. The lowest unoccupied orbital energy (alpha / beta) is 0.854 / 0.854 eV.

The geometry in ORCA input format:
```
! wB97M-V def2-TZVPD RIJCOSX def2/J DEFGRID3
* xyz 0 1
C -1.453 -1.397 1.183
C -0.500 -1.463 0.247
N 0.882 -0.843 0.178
C 0.749 0.464 -0.180
C 1.883 1.429 -0.105
N -0.479 0.844 -0.232
N -1.313 0.865 -1.324
H -1.613 -0.513 1.781
H -2.191 -2.178 1.259
H -0.476 -2.336 -0.397
H 1.744 -1.209 0.555
H 2.315 1.433 0.896
H 1.527 2.422 -0.368
H 2.670 1.132 -0.801
H -2.131 1.419 -1.098
H -1.616 -0.069 -1.595
*
```

So, what does the Löwdin scheme give us? The charges, in e, come out as: C 0.015; C -0.170; N 0.078; C -0.442; C -0.019; N -0.108; N -0.021; H 0.057; H 0.049; H 0.088; H 0.126; H 0.077; H 0.080; H 0.078; H 0.066; H 0.047

=====

Entry 2:
ORCA calculation (wB97M-V/def2-TZVPD) on C4H9N3 in the gas phase in a non-equilibrium geometry.

The largest force on an atom is 1.5 eV Å⁻¹. The HOMO energy is -7.634 eV. Its SMILES is CC(=C=N)N(C)N. The lowest unoccupied orbital energy is 0.976 eV.

The geometry in ORCA input format:
```
! wB97M-V def2-TZVPD RIJCOSX def2/J DEFGRID3
* xyz 0 1
C 0.261 -2.001 0.303
C 0.417 -0.511 0.194
C 1.575 0.053 -0.052
N 2.697 0.547 -0.046
N -0.757 0.265 0.341
C -0.494 1.743 0.299
N -1.795 -0.193 -0.497
H -0.402 -2.364 -0.481
H 1.228 -2.490 0.218
H -0.184 -2.250 1.265
H 3.207 0.614 -0.925
H -1.442 2.238 0.515
H 0.214 1.982 1.089
H -0.122 2.109 -0.670
H -2.687 0.088 -0.102
H -1.717 0.170 -1.451
*
```

So, what does the Löwdin scheme give us? The charges, in e, come out as: C -0.046; C -0.337; C -0.165; N 0.138; N -0.241; C -0.068; N 0.029; H 0.065; H 0.076; H 0.079; H 0.063; H 0.074; H 0.083; H 0.082; H 0.082; H 0.086

=====

Entry 3:
ORCA calculation (wB97M-V/def2-TZVPD) on C4H9N3 in the gas phase in a non-equilibrium geometry.

The largest force on an atom is 2.7 eV Å⁻¹. The HOMO energy is -7.699 eV. The lowest unoccupied orbital energy is 0.893 eV.

The geometry in ORCA input format:
```
! wB97M-V def2-TZVPD RIJCOSX def2/J DEFGRID3
* xyz 0 1
C 2.052 0.828 0.094
N -0.562 0.583 0.927
C 1.172 0.003 0.943
N -0.996 -1.686 -0.879
C -1.295 0.654 -0.295
C -1.478 -0.414 -1.086
N 1.078 -1.014 1.593
H -0.727 1.394 1.518
H -0.407 -0.457 1.529
H -0.531 -1.906 -0.010
H -1.474 -2.451 -1.322
H -1.632 1.629 -0.618
H -2.007 -0.279 -2.021
H 1.594 0.962 -0.889
H 3.017 0.336 -0.020
H 2.196 1.816 0.537
*
```

So, what does the Löwdin scheme give us? The charges, in e, come out as: C -0.061; N -0.016; C -0.439; N 0.074; C -0.194; C -0.221; N 0.043; H 0.109; H 0.138; H 0.054; H 0.085; H 0.091; H 0.106; H 0.073; H 0.081; H 0.077

=====

Entry 4:
ORCA calculation (wB97M-V/def2-TZVPD) on C4H9N3 in the gas phase in a non-equilibrium geometry.

The largest force on an atom is 5.6 eV Å⁻¹. The HOMO energy is -9.100 eV. Its SMILES is C[C@H](N)N(C)C#N. The lowest unoccupied orbital energy is 0.905 eV.

The geometry in ORCA input format:
```
! wB97M-V def2-TZVPD RIJCOSX def2/J DEFGRID3
* xyz 0 1
C 1.529 0.418 0.489
C 0.014 0.412 0.641
N -0.192 -0.342 1.832
N -0.600 -0.148 -0.561
C -1.214 0.613 -1.542
C -0.205 -1.490 -0.769
N 0.057 -2.545 -1.107
H 1.850 -0.736 0.449
H 2.053 0.717 1.357
H 1.899 0.976 -0.340
H -0.433 1.499 0.794
H -1.082 -0.645 2.056
H 0.568 -1.115 2.025
H -0.448 1.018 -2.170
H -2.038 0.038 -2.085
H -1.757 1.330 -1.068
*
```

So, what does the Löwdin scheme give us? The charges, in e, come out as: C -0.063; C -0.471; N 0.034; N -0.160; C -0.086; C -0.274; N 0.147; H 0.122; H 0.056; H 0.065; H 0.181; H 0.044; H 0.138; H 0.088; H 0.130; H 0.049

=====

Entry 5:
ORCA calculation (wB97M-V/def2-TZVPD) on a molecular structure, C4H9N3 in a non-equilibrium geometry.

The largest force on an atom is 2.9 eV Å⁻¹. The HOMO energy (alpha / beta) is -8.228 / -8.225 eV. The lowest unoccupied orbital energy (alpha / beta) is -0.221 / -0.221 eV.

The geometry in ORCA input format:
```
! wB97M-V def2-TZVPD RIJCOSX def2/J DEFGRID3
* xyz 0 1
C -1.552 -0.418 -1.210
N -0.938 -0.448 0.114
C -0.110 -1.578 0.425
N -0.275 -2.631 0.954
H -1.530 -0.125 0.874
H -0.888 -0.876 -1.943
H -2.500 -0.960 -1.221
H -1.708 0.614 -1.533
C 1.208 1.124 1.365
C 1.122 0.596 -0.022
N 1.238 1.201 -1.088
H 1.135 0.719 -1.972
H 1.103 -0.981 0.144
H 2.238 1.415 1.571
H 0.545 1.987 1.460
H 0.910 0.360 2.081
*
```

So, what does the Löwdin scheme give us? The charges, in e, come out as: C -0.105; N -0.128; C -0.466; N 0.142; H 0.131; H 0.081; H 0.081; H 0.079; C -0.074; C -0.316; N 0.125; H 0.066; H 0.139; H 0.087; H 0.088; H 0.071

=====

Entry 6:
ORCA calculation (wB97M-V/def2-TZVPD) on 2 unconnected molecules or ions with the total composition C4H9N3 in a non-equilibrium geometry.

The largest force on an atom is 4.7 eV Å⁻¹. The HOMO energy (alpha / beta) is -7.296 / -7.409 eV. The lowest unoccupied orbital energy (alpha / beta) is 0.465 / 0.207 eV.

The geometry in ORCA input format:
```
! wB97M-V def2-TZVPD RIJCOSX def2/J DEFGRID3
* xyz 0 1
C 2.028 -0.103 -0.482
C 0.657 1.813 0.330
C 0.600 -1.847 1.057
C 1.033 0.365 0.385
N 2.886 -0.593 -1.070
N -2.609 -0.508 -1.386
N 0.328 -0.495 1.113
H 0.787 2.339 1.358
H 1.321 2.317 -0.320
H -0.447 2.020 -0.123
H 0.087 -2.488 1.749
H 1.336 -2.053 0.296
H -3.382 0.016 -1.040
H -2.651 -0.637 -2.490
H -1.701 0.073 -1.343
H -0.273 -0.219 1.966
*
```

So, what does the Löwdin scheme give us? The charges, in e, come out as: C -0.249; C -0.081; C 0.032; C -0.403; N 0.152; N -0.040; N -0.011; H 0.099; H 0.044; H 0.110; H 0.052; H 0.045; H -0.033; H 0.063; H 0.015; H 0.205

=====

Energy relative to the best compared isomer or geometry (same formula, charge and spin), record by record: 475.48, 269.73, 312.10, 205.26, 482.32, 341.21 kJ/mol